w | # C3H8N2O

One molecule with the formula C3H8N2O (ωB97M-V/def2-TZVPD, the Open Molecules 2025 dataset).

Computed properties:
Charge: 0
E_HOMO (eV): -9.4664
Spin multiplicity: 1
E_LUMO (hartree): 0.034
M (g/mol): 88.11
SMILES: CC(=O)NCN
Frontier orbital gap (eV): 10.4

Atoms and positions in Å:
1 C 2.25 0.25 -0.26
2 C 0.90 -0.31 0.18
3 O 0.79 -0.91 1.23
4 N -0.11 -0.04 -0.68
5 C -1.51 -0.24 -0.30
6 N -2.16 1.02 -0.10
7 H 2.93 0.74 0.42
8 H 2.04 1.00 -1.04
9 H 2.83 -0.54 -0.74
10 H 0.00 0.61 -1.44
11 H -1.48 -0.78 0.65
12 H -1.93 -0.83 -1.12
13 H -1.72 1.72 0.49
14 H -3.05 0.95 0.39

From a Löwdin analysis of the wavefunction, the atomic charges in e read: atom 1 (C): -0.01, atom 2 (C): -0.55, atom 3 (O): 0.05, atom 4 (N): 0.05, atom 5 (C): -0.27, atom 6 (N): 0.00, atom 7 (H): 0.08, atom 8 (H): 0.07, atom 9 (H): 0.08, atom 10 (H): 0.13, atom 11 (H): 0.11, atom 12 (H): 0.12, atom 13 (H): 0.08, atom 14 (H): 0.07



x | # C3H8N2O

One molecule with the formula C3H8N2O (ωB97M-V/def2-TZVPD, the Open Molecules 2025 dataset).

Computed properties:
Charge: 0
E_HOMO (eV): -9.4600
Spin multiplicity: 1
E_LUMO (hartree): 0.030
M (g/mol): 88.11
SMILES: CCNC(N)=O
Frontier orbital gap (eV): 10.3

Atoms and positions in Å:
1 C -0.39 1.89 0.47
2 C 0.31 0.81 -0.34
3 N -0.56 -0.33 -0.56
4 C -0.33 -1.66 -0.35
5 N 0.76 -2.00 0.40
6 O -1.10 -2.50 -0.77
7 H -0.99 2.55 -0.16
8 H 0.34 2.62 0.86
9 H -0.95 1.47 1.30
10 H 0.74 1.20 -1.26
11 H 1.15 0.45 0.27
12 H -1.41 -0.15 -1.08
13 H 0.98 -2.98 0.46
14 H 1.45 -1.38 0.79

From a Löwdin analysis of the wavefunction, the atomic charges in e read: atom 1 (C): -0.09, atom 2 (C): -0.25, atom 3 (N): 0.04, atom 4 (C): -0.63, atom 5 (N): 0.15, atom 6 (O): 0.03, atom 7 (H): 0.07, atom 8 (H): 0.07, atom 9 (H): 0.08, atom 10 (H): 0.11, atom 11 (H): 0.09, atom 12 (H): 0.15, atom 13 (H): 0.11, atom 14 (H): 0.08



Short version: x is the most stable of them.



w | # C3H8N2O

A 2-piece molecular cluster, C3H8N2O overall (ωB97M-V/def2-TZVPD, the Open Molecules 2025 dataset).

Computed properties:
Charge: 0
E_HOMO (spin up / spin down) (eV): -7.2068 / -8.2966
Spin multiplicity: 1
E_LUMO (spin up / spin down) (hartree): 0.031 / 0.031
M (g/mol): 88.11
Frontier orbital gap (spin up / spin down) (eV): 8.0 / 9.1

Atoms and positions in Å:
1 C 0.31 -0.03 -0.53
2 C 0.28 0.44 0.85
3 C 1.54 -0.06 -1.21
4 N -2.07 1.13 0.86
5 N 0.29 -0.95 0.69
6 O -2.50 0.09 0.03
7 H -0.73 -0.03 -0.99
8 H 0.65 1.11 1.67
9 H 2.38 -0.38 -0.73
10 H 1.93 0.90 -1.70
11 H 1.54 -0.71 -2.10
12 H -2.21 0.95 1.80
13 H -2.32 -0.82 0.35
14 H 0.91 -1.63 1.03

From a Löwdin analysis of the wavefunction, the atomic charges in e read: atom 1 (C): -0.33, atom 2 (C): -0.08, atom 3 (C): -0.10, atom 4 (N): 0.00, atom 5 (N): 0.04, atom 6 (O): -0.20, atom 7 (H): 0.13, atom 8 (H): 0.12, atom 9 (H): 0.05, atom 10 (H): 0.11, atom 11 (H): 0.09, atom 12 (H): -0.01, atom 13 (H): 0.08, atom 14 (H): 0.09



x | # C3H8N2O

One molecule with the formula C3H8N2O (ωB97M-V/def2-TZVPD, the Open Molecules 2025 dataset).

Computed properties:
Charge: 0
E_HOMO (eV): -9.3504
Spin multiplicity: 1
E_LUMO (hartree): 0.035
M (g/mol): 88.11
SMILES: CNC(=O)NC
Frontier orbital gap (eV): 10.3

Atoms and positions in Å:
1 C 1.10 -1.93 0.00
2 N 1.11 -0.59 0.59
3 C -0.21 0.00 0.61
4 O -1.14 -0.37 1.30
5 N -0.21 1.00 -0.29
6 C -1.31 1.89 -0.59
7 H 0.54 -2.65 0.60
8 H 2.13 -2.27 -0.12
9 H 0.65 -1.88 -0.99
10 H 1.45 -0.64 1.55
11 H 0.72 1.09 -0.67
12 H -1.12 2.91 -0.25
13 H -1.51 1.92 -1.67
14 H -2.20 1.51 -0.08

From a Löwdin analysis of the wavefunction, the atomic charges in e read: atom 1 (C): -0.11, atom 2 (N): -0.05, atom 3 (C): -0.58, atom 4 (O): 0.06, atom 5 (N): 0.01, atom 6 (C): -0.07, atom 7 (H): 0.08, atom 8 (H): 0.08, atom 9 (H): 0.08, atom 10 (H): 0.11, atom 11 (H): 0.13, atom 12 (H): 0.08, atom 13 (H): 0.08, atom 14 (H): 0.09



y | # C3H8N2O

One molecule with the formula C3H8N2O (ωB97M-V/def2-TZVPD, the Open Molecules 2025 dataset).

Computed properties:
Charge: 0
E_HOMO (eV): -9.2638
Spin multiplicity: 1
E_LUMO (hartree): 0.029
M (g/mol): 88.11
SMILES: CNCC(N)=O
Frontier orbital gap (eV): 10.1

Atoms and positions in Å:
1 C -2.04 -0.17 -0.17
2 N -0.66 -0.34 -0.59
3 C 0.18 -0.49 0.56
4 C 1.56 -0.39 0.05
5 N 2.05 0.89 -0.14
6 O 2.18 -1.34 -0.37
7 H -2.04 0.51 0.71
8 H -2.49 -1.09 0.04
9 H -2.55 0.38 -1.01
10 H -0.60 0.49 -1.19
11 H 0.02 0.34 1.40
12 H -0.10 -1.44 1.01
13 H 1.49 1.73 0.17
14 H 3.00 0.93 -0.47

From a Löwdin analysis of the wavefunction, the atomic charges in e read: atom 1 (C): -0.14, atom 2 (N): -0.13, atom 3 (C): -0.21, atom 4 (C): -0.56, atom 5 (N): 0.13, atom 6 (O): 0.06, atom 7 (H): 0.08, atom 8 (H): 0.06, atom 9 (H): 0.10, atom 10 (H): 0.11, atom 11 (H): 0.14, atom 12 (H): 0.13, atom 13 (H): 0.12, atom 14 (H): 0.10



z | # C3H8N2O

A 2-piece molecular cluster, C3H8N2O overall (ωB97M-V/def2-TZVPD, the Open Molecules 2025 dataset).

Computed properties:
Charge: 0
E_HOMO (eV): -8.2330
Spin multiplicity: 1
E_LUMO (hartree): 0.030
M (g/mol): 88.11
SMILES: C=CN.NC=O
Frontier orbital gap (eV): 9.0

Atoms and positions in Å:
1 C -1.96 0.95 -2.76
2 C -1.90 0.39 -1.56
3 N -0.75 0.17 -0.78
4 H -1.12 1.45 -3.23
5 H -2.85 0.86 -3.37
6 H -2.80 0.09 -1.03
7 H -0.73 0.75 0.05
8 H 0.13 0.23 -1.27
9 N 1.79 -1.37 2.74
10 C 2.24 -0.42 1.87
11 O 1.68 -0.11 0.85
12 H 2.31 -1.45 3.59
13 H 0.83 -1.68 2.67
14 H 3.12 0.14 2.23

From a Löwdin analysis of the wavefunction, the atomic charges in e read: atom 1 (C): -0.03, atom 2 (C): -0.31, atom 3 (N): 0.01, atom 4 (H): 0.04, atom 5 (H): 0.04, atom 6 (H): 0.09, atom 7 (H): 0.07, atom 8 (H): 0.07, atom 9 (N): 0.12, atom 10 (C): -0.42, atom 11 (O): 0.00, atom 12 (H): 0.09, atom 13 (H): 0.11, atom 14 (H): 0.12



Short version: x is the most stable of them.